Molecular formula: C12H26MgN6O6
Method: DFT, wB97M-V/def2-TZVPD

The geometry in XYZ format:
```
51
Properties=species:S:1:pos:R:3:forces:R:3:mulliken_charge:R:1
O -3.359847 -1.709683 -0.592347 1.72 -0.49 -0.81 -0.60
H -2.770911 -2.314901 -1.186108 -1.27 1.91 1.66 0.28
Mg 0.456909 -0.349025 -0.369873 -2.24 1.70 0.43 1.27
N -0.106805 -1.410466 1.600601 1.19 0.12 1.93 0.44
N -2.282335 -0.684052 0.089237 2.46 -2.18 -0.71 0.59
N 2.143288 0.998042 -1.337354 -0.14 2.40 -1.27 0.34
N -0.389432 0.722622 -2.122329 0.95 2.93 -1.09 0.33
O 0.876577 -1.593016 2.373966 -1.88 0.22 -1.50 -0.71
O 3.401382 1.521495 -0.925201 -0.46 -1.28 0.55 -0.53
O -1.718361 0.847931 -2.420509 0.51 -0.37 -0.53 -0.61
O -2.546872 0.578630 -0.034008 -1.21 0.76 -0.49 -0.86
C -2.421944 -1.044628 1.469463 -0.43 -0.17 -0.75 0.35
C -1.351022 -1.463751 2.206795 -0.32 0.11 -0.50 0.32
C 1.764667 1.671591 -2.401461 1.65 -0.97 2.67 -0.10
C 0.371919 1.571388 -2.819398 -1.55 -2.49 0.86 0.67
C -1.515123 -1.852597 3.620987 0.01 -0.23 0.88 -1.79
H -1.914529 -1.040403 4.224036 -0.10 0.15 0.01 0.39
H -0.573257 -2.129438 4.070477 0.29 -0.08 -0.05 0.38
H -2.188762 -2.700651 3.737212 -0.07 -0.02 -0.10 0.44
C -3.796734 -0.866250 1.963871 -0.49 -0.25 0.77 -1.30
H -4.485746 -1.356426 1.262045 0.23 0.24 0.21 0.32
H -4.027316 0.209669 1.968482 0.06 -0.30 -0.01 0.25
H -3.927364 -1.295032 2.962489 -0.08 0.24 -0.18 0.41
C 2.761467 2.638123 -2.907607 -0.11 0.76 -1.38 -1.35
C -0.130118 2.376727 -3.965776 -0.22 0.25 -0.07 -1.49
H 3.699085 2.126539 -3.125923 -0.07 -0.03 -0.04 0.35
H 3.016482 3.410152 -2.177475 -0.23 -0.11 0.02 0.30
H 2.412185 3.119651 -3.815891 0.02 0.12 -0.10 0.38
H -1.152550 2.075942 -4.187844 0.16 0.05 -0.09 0.39
H 0.508861 2.263992 -4.854013 -0.17 -0.07 0.30 0.39
H -0.140778 3.441621 -3.705869 0.02 -0.08 -0.04 0.33
H 3.658637 0.968581 -0.163867 -0.33 0.03 -0.47 0.34
H -2.181503 0.705737 -1.530257 -0.03 -0.03 0.53 0.43
C 1.684899 -1.715287 -0.807094 1.70 -3.07 -0.19 -1.15
H 1.897990 -2.416093 0.024614 -0.03 0.19 -0.29 0.28
H 2.656843 -1.286027 -1.095429 -0.23 -0.57 -0.43 0.23
H 1.226520 -2.370047 -1.582376 0.71 0.31 -0.04 0.28
O 2.811433 -3.829026 2.364552 -0.07 0.40 0.27 -0.63
H 3.722071 -3.514401 2.239803 -0.70 0.09 0.05 0.30
H 2.228735 -3.052967 2.524292 0.80 -0.54 -0.36 0.37
C 2.510204 2.192415 3.663243 0.11 -0.22 -0.32 -0.77
N 1.370776 2.631957 2.839415 0.38 0.47 0.94 0.03
C 0.834876 3.991231 2.958110 -0.16 0.12 -0.35 -0.85
C 0.960652 1.895868 1.855279 -1.11 -1.42 -1.88 0.28
N 0.530868 1.250407 0.979752 0.81 1.22 1.65 -0.48
H 2.541313 2.829844 4.549275 0.00 -0.20 -0.11 0.28
H 3.459171 2.297347 3.107577 -0.33 -0.05 0.28 0.30
H 2.369516 1.139802 3.962272 0.08 0.48 -0.12 0.27
H 1.178455 4.622101 2.122041 -0.14 -0.14 0.32 0.32
H -0.265535 3.953702 2.962529 0.42 0.08 0.01 0.31
H 1.193765 4.409872 3.896997 -0.11 0.00 -0.08 0.28
```
Positions in Å, forces in eV/Å.

Properties
relative energy (zero: lowest compared OMol25 entry of this formula, charge and spin) = 3.754 eV
HOMO = -7.353 eV
strongest force on any atom = 0.0683 hartree/bohr
molecular weight = 374.68 g/mol
total charge = 0
multiplicity = 1

***

Molecular formula: C4H11NO2S
Method: DFT, wB97M-V/def2-TZVPD

The geometry in XYZ format:
```
19
Properties=species:S:1:pos:R:3:forces:R:3:mulliken_charge:R:1
C -1.142452 -0.170040 0.669142 -0.93 -0.44 1.67 -0.59
C -1.001763 1.221200 0.116097 1.46 0.88 0.61 -0.51
S -1.794846 2.531111 1.132270 -0.44 -1.40 -0.07 0.23
C -0.639192 -1.208672 -0.328938 1.69 -2.82 -0.39 0.39
N 0.647708 -1.638690 -0.101404 1.14 0.89 1.34 -0.15
C 1.521555 -1.089671 0.941708 0.88 -0.38 0.32 -0.93
O -1.270435 -1.817375 -1.173379 -0.87 1.50 0.32 -0.59
H -0.632737 -0.344355 1.712179 -1.07 0.65 -2.11 0.37
H -2.221570 -0.350201 0.765557 0.25 -0.40 0.14 0.42
H 0.063486 1.499073 0.113729 -0.29 0.23 -0.28 0.33
H -1.345294 1.303657 -0.917826 -0.25 0.17 0.01 0.49
H -1.011164 3.552155 0.825388 0.48 0.51 -0.34 0.29
H 1.043007 -2.471076 -0.529324 -0.93 0.27 -0.33 0.29
H 1.816353 -0.055449 0.759592 -0.21 0.09 -0.05 0.26
H 1.101021 -1.191114 1.943749 -0.15 0.11 -0.02 0.34
H 2.489985 -1.635173 1.038986 -0.84 0.13 -0.59 0.33
H 0.530543 1.220012 -2.709647 0.09 0.53 -0.04 0.31
H 0.946638 -0.125369 -2.315548 0.24 -0.04 0.51 0.33
O 0.899159 0.769983 -1.942338 -0.27 -0.48 -0.68 -0.61
```
Positions in Å, forces in eV/Å.

Properties
relative energy (zero: lowest compared OMol25 entry of this formula, charge and spin) = 1.152 eV
⟨S²⟩ = 0.75
HOMO (alpha / beta) = -13.167 / -13.141 eV
strongest force on any atom = 0.0645 hartree/bohr
molecular weight = 137.20 g/mol
total charge = +1
multiplicity = 2

***

Molecular formula: C5H11N5S
Method: DFT, wB97M-V/def2-TZVPD

The geometry in XYZ format:
```
22
Properties=species:S:1:pos:R:3:forces:R:3:mulliken_charge:R:1
H -2.317798 0.334857 -2.968798 -0.41 -1.65 -3.36 0.31
N -2.106319 0.719405 -2.127730 0.28 1.61 3.48 -0.42
C -2.143325 0.032941 -1.112243 -0.43 -0.46 1.27 0.38
S -2.180341 -1.555664 -0.252531 0.15 0.39 -0.73 -0.02
C -2.090325 0.159713 0.383372 3.53 -0.93 -1.26 -0.98
C -0.800955 0.721262 0.919727 -0.18 0.94 -1.39 0.91
N -0.801895 2.003104 1.263558 -1.17 -2.39 -0.44 -0.25
N 0.366480 0.085455 0.734916 0.12 -0.19 -0.32 0.16
C 1.601898 0.807452 0.898760 2.06 0.58 2.07 -1.28
C 0.514730 -1.298178 0.529714 0.79 -1.21 2.05 -0.22
N 1.326894 -1.822200 -0.358059 -2.22 1.81 -0.50 0.32
N 1.835349 -1.355128 -1.529010 -0.14 3.87 -1.16 -0.72
H -2.842909 0.336943 1.029521 -3.03 1.17 1.43 0.74
H -1.674811 2.508813 1.273609 -0.03 0.20 0.10 0.29
H 0.033718 2.429911 1.543817 1.02 1.06 0.46 0.11
H 1.612121 1.482653 1.780946 -0.30 -0.36 -0.60 0.47
H 2.529426 0.250742 1.077084 -0.76 -1.09 0.40 0.39
H 1.950027 1.296668 0.048830 -0.33 1.51 -1.77 0.49
H 0.338978 -1.930113 1.493922 0.06 0.71 -2.21 0.38
H 1.290331 -2.809615 -0.321397 0.65 -1.48 0.14 0.33
H 1.608812 -0.382761 -2.054157 0.12 -2.69 2.65 0.32
H 1.949913 -2.016260 -2.253850 0.21 -1.41 -0.31 0.27
```
Positions in Å, forces in eV/Å.

Properties
relative energy (zero: lowest compared OMol25 entry of this formula, charge and spin) = 1.473 eV
HOMO = -17.224 eV
strongest force on any atom = 0.0785 hartree/bohr
molecular weight = 173.25 g/mol
total charge = +2
multiplicity = 1